This record from the Open Molecules 2025 dataset describes a cluster of 7 separate species, C28H56O7 in total in a non-equilibrium geometry. The level of theory is ωB97M-V/def2-TZVPD.

Structure (ORCA input):
```
! RIJCOSX wB97M-V def2-TZVPD def2/J DEFGRID3
* xyz 0 1
C 4.57395 1.91334 -4.27099
C 4.83788 3.17932 -3.44902
C 4.86185 2.62652 -2.04979
O 3.92739 1.54821 -2.01878
C 4.08439 0.85781 -3.28575
H 5.49950 1.62922 -4.77631
H 3.84560 2.09185 -5.06141
H 4.07569 3.93931 -3.60323
H 5.83331 3.57901 -3.64964
H 4.55730 3.36774 -1.30644
H 5.83117 2.21999 -1.73709
H 3.11398 0.48348 -3.61124
H 4.70939 -0.02786 -3.14505
C -0.80541 1.09617 -0.43848
C 0.46328 0.76490 -1.26272
C 1.51473 1.20615 -0.27197
O 1.05012 0.69862 0.96915
C -0.35694 1.00754 1.04865
H -1.59359 0.35843 -0.57772
H -1.12591 2.10825 -0.68484
H 0.55548 1.26699 -2.22206
H 0.56098 -0.31729 -1.35628
H 1.66734 2.29170 -0.24937
H 2.48728 0.73207 -0.36812
H -0.53808 1.87559 1.68785
H -0.84803 0.18242 1.56814
C 0.32218 -1.17739 -4.59220
C -0.07201 0.15695 -5.21719
C 1.02711 0.42449 -6.24553
O 2.17822 -0.24282 -5.76862
C 1.73877 -1.44566 -5.13325
H -0.38620 -1.95841 -4.87160
H 0.37591 -1.20447 -3.50436
H -0.13879 0.88679 -4.41046
H -1.01458 0.11712 -5.76516
H 1.26365 1.48795 -6.29594
H 0.69999 0.06096 -7.22583
H 2.43437 -1.81456 -4.38017
H 1.72190 -2.25278 -5.87603
C 4.53241 -3.56136 1.16020
C 3.54907 -2.45588 0.87947
C 2.91014 -2.97907 -0.42559
O 2.80484 -4.37480 -0.25202
C 3.86023 -4.82661 0.55567
H 4.75483 -3.77437 2.20487
H 5.47413 -3.38389 0.63181
H 3.96288 -1.46794 0.67594
H 2.83280 -2.35287 1.69624
H 3.60075 -2.74721 -1.25031
H 1.99977 -2.45283 -0.71153
H 4.57913 -5.54587 0.15432
H 3.43316 -5.36183 1.41695
C -1.27687 -2.05522 5.31995
C -0.12322 -2.88659 4.76850
C -0.24856 -2.69607 3.25095
O -1.60997 -2.35654 3.03164
C -2.32303 -2.35022 4.29895
H -1.09276 -0.97836 5.32733
H -1.56556 -2.39916 6.31339
H -0.28314 -3.90138 5.14792
H 0.87162 -2.61592 5.12876
H 0.09335 -3.53057 2.63669
H 0.44286 -1.87305 3.02423
H -2.77120 -3.34814 4.35228
H -3.08420 -1.59201 4.11373
C -1.94738 4.00747 3.41082
C -1.88922 2.74212 4.28343
C -2.95049 1.82545 3.74291
O -3.93836 2.70727 3.25299
C -3.34593 3.90763 2.74839
H -1.13504 4.09538 2.69288
H -1.93487 4.87009 4.07531
H -2.16056 2.98259 5.31472
H -0.85437 2.39968 4.36376
H -3.36727 1.17710 4.51851
H -2.64646 1.11966 2.95308
H -3.95514 4.73507 3.10460
H -3.30609 3.80822 1.66258
C -5.37217 1.23424 0.55886
C -5.38072 0.37373 -0.68971
C -5.62322 -1.01727 -0.06401
O -6.41363 -0.74210 1.09166
C -6.55705 0.69133 1.29505
H -5.46219 2.29416 0.30893
H -4.49673 1.03902 1.17831
H -4.40586 0.45673 -1.18158
H -6.12736 0.73535 -1.39572
H -4.69494 -1.49379 0.24846
H -6.14927 -1.59777 -0.82507
H -6.57600 0.87269 2.37084
H -7.56632 0.92611 0.93848
*
```

structure (SMILES) = C1CCOC1.C1CCOC1.C1CCOC1.C1CCOC1.C1CCOC1.C1CCOC1.C1CCOC1
gap between HOMO and LUMO = 9.95 eV
largest force on an atom = 2.21 eV Å⁻¹
LUMO energy = 0.7 eV
relative energy (zero: lowest compared OMol25 entry of this formula, charge and spin) = 1.010 eV

This record from the Open Molecules 2025 dataset describes a structure of composition C28H57F6MgN3O10S4 in a non-equilibrium geometry. The level of theory is ωB97M-V/def2-TZVPD.

Structure (ORCA input):
```
! RIJCOSX wB97M-V def2-TZVPD def2/J DEFGRID3
* xyz -1 2
Mg 3.55954 1.38018 -0.03654
C 0.32153 0.77274 -0.92981
O 0.06258 -0.55449 -0.41690
O 1.74913 0.88947 -0.74792
C -0.28212 1.02523 -2.34697
F -0.56727 2.33512 -2.53644
F 0.54829 0.63458 -3.34956
F -1.37954 0.33490 -2.62115
C -1.12081 -0.86096 0.36550
C -1.24192 -2.30587 0.12255
H -0.30822 -2.76416 0.44854
H -2.08663 -2.64685 0.72113
H -1.34877 -2.65616 -0.90408
H -2.04064 -0.43854 -0.03893
H -1.02337 -0.66669 1.43362
H -0.23951 1.38602 -0.22468
C 2.58622 3.45257 2.39745
O 1.34757 3.89975 1.75076
O 3.14827 2.52265 1.51824
C 3.36704 4.82846 2.84026
F 2.64396 5.76511 3.38762
F 4.26924 4.63258 3.84061
F 4.04580 5.36090 1.80012
C 1.40442 4.57034 0.42621
C 0.22715 5.57648 0.36306
H 0.20996 6.04583 -0.62056
H -0.76350 5.16667 0.55995
H 0.41481 6.25449 1.19564
H 1.34436 3.92199 -0.44794
H 2.27733 5.17905 0.19042
H 2.12091 2.96720 3.25536
C -1.25150 2.35045 2.56542
C -1.48560 3.57027 3.26601
N -1.68125 4.57165 3.84917
H -0.22603 2.33566 2.19625
H -1.90082 2.46314 1.69721
H -1.66302 1.55885 3.19161
C -4.14582 -1.25530 -2.30371
C -3.95069 -2.49470 -3.01849
N -3.84601 -3.47417 -3.57454
H -3.38080 -1.11780 -1.53956
H -5.13666 -1.29637 -1.85134
H -4.03542 -0.46191 -3.04293
C -3.20007 -4.01390 3.36306
C -2.51331 -2.76118 3.56198
N -1.98274 -1.73099 3.79843
H -2.77469 -4.52323 2.49834
H -4.28456 -3.90810 3.39089
H -2.96861 -4.79893 4.08296
C 3.55341 -1.27339 -3.23224
S 5.12531 -0.74629 -2.36881
O 4.53559 0.35657 -1.41242
C 5.37866 -2.30196 -1.34909
H 3.53337 -0.57275 -4.06699
H 2.67249 -1.28375 -2.59038
H 3.73888 -2.31675 -3.48740
H 4.48797 -2.88797 -1.12244
H 5.85351 -2.06005 -0.39825
H 6.10948 -2.86954 -1.92515
C 3.31294 -2.78202 1.78442
S 3.80393 -1.01357 2.16313
O 3.80147 -0.24999 0.83848
C 2.09617 -0.60063 2.84660
H 3.13864 -3.30960 2.72217
H 4.12904 -3.35520 1.34447
H 2.40646 -2.77380 1.17917
H 1.82696 -0.87034 3.86782
H 1.33396 -1.12606 2.27121
H 1.89226 0.47009 2.85513
C 3.72513 5.02579 -2.67230
S 4.55676 3.45911 -2.31987
O 3.70499 2.81170 -1.22203
C 3.83838 2.62565 -3.78286
H 2.63608 4.99371 -2.64001
H 4.07041 5.49389 -3.59413
H 4.06429 5.77108 -1.95285
H 4.32391 1.66666 -3.96365
H 4.19314 3.23406 -4.61478
H 2.75042 2.66259 -3.83846
C 0.23720 -6.31113 5.09560
S 1.07676 -4.76495 4.51151
O 2.58258 -5.15312 4.55081
C 0.57699 -4.76148 2.74035
H 0.47256 -6.46989 6.14798
H 0.44525 -7.10044 4.37324
H -0.84978 -6.23393 5.07070
H 0.83343 -5.71332 2.27522
H 0.90957 -3.80955 2.32644
H -0.49558 -4.60868 2.62057
C -7.13427 -5.18389 0.51578
C -5.94434 -5.91386 -0.17163
O -6.11367 -6.71835 -1.11972
C -4.48532 -5.30276 -0.07946
H -6.80616 -4.30212 1.06617
H -7.69283 -5.74413 1.26560
H -7.78146 -4.73485 -0.23763
H -4.02351 -5.51182 0.88548
H -4.48536 -4.21309 -0.10637
H -3.74525 -5.66755 -0.79173
C -3.61556 5.90499 -5.27461
C -3.32791 5.39915 -3.90864
O -4.03666 5.73819 -2.94126
C -2.33015 4.16372 -3.72965
H -3.60180 5.09062 -5.99898
H -2.94099 6.71541 -5.55082
H -4.66240 6.20288 -5.33360
H -1.34541 4.44421 -4.10343
H -2.82176 3.36778 -4.28903
H -2.30615 3.99296 -2.65338
*
```

expectation value of S² = 0.750
gap between HOMO and LUMO (spin up / spin down) = 1.12 / 7.43 eV
largest force on an atom = 4.91 eV Å⁻¹
LUMO energy (spin up / spin down) = 1.1 / 1.1 eV

This record from the Open Molecules 2025 dataset describes a structure of composition C28H57IrNOSi2Te2. The level of theory is ωB97M-V/def2-TZVPD.

Structure (ORCA input):
```
! RIJCOSX wB97M-V def2-TZVPD def2/J DEFGRID3
* xyz 2 6
Ir 0.32247 0.57648 -1.17245
C 1.90111 3.14399 -0.44047
C 1.35509 3.23575 -1.71917
C 1.67889 1.95503 -2.40349
C 2.40595 1.16194 -1.44933
C 2.55314 1.91715 -0.23169
C 3.27153 1.47361 1.00932
C 4.71726 1.99678 0.91480
C 2.59513 2.06121 2.25168
C 3.29005 -0.05404 1.11165
C 1.57489 1.50279 -3.86947
C 2.36415 0.19986 -4.07056
C 0.11996 1.19656 -4.25656
C 2.19757 2.54393 -4.80540
C 0.65424 4.51914 -2.15138
C 1.73395 5.47671 -2.69438
C -0.45420 4.35040 -3.18920
C 0.01528 5.18909 -0.92129
H 1.81557 3.91331 0.30792
H 3.03676 0.32622 -1.70672
H 4.73573 3.08225 0.82340
H 5.23887 1.57128 0.05784
H 5.26471 1.72261 1.81700
H 2.66363 3.14750 2.27422
H 3.08660 1.68583 3.14979
H 1.54059 1.78419 2.29782
H 3.85956 -0.50991 0.30113
H 2.27255 -0.45904 1.09546
H 3.75814 -0.35513 2.04894
H 2.00279 -0.60630 -3.42321
H 3.43007 0.33247 -3.88849
H 2.24546 -0.12842 -5.10236
H -0.34844 0.49584 -3.53989
H 0.09087 0.69828 -5.22654
H -0.51650 2.07108 -4.30168
H 3.22154 2.76981 -4.50543
H 1.63948 3.47277 -4.83247
H 2.22780 2.14640 -5.82041
H 2.21004 5.09832 -3.59571
H 2.50888 5.64990 -1.94800
H 1.27435 6.43580 -2.93346
H -0.08819 4.04114 -4.16199
H -0.94050 5.31471 -3.33196
H -1.21951 3.64807 -2.85206
H 0.75977 5.60491 -0.24425
H -0.61768 4.50249 -0.35888
H -0.60730 6.01873 -1.25313
C 1.55356 -2.92383 -1.11924
Te -0.37830 -2.06967 -1.31832
C -0.60442 -2.47806 -3.38605
H 1.46147 -4.00535 -1.09726
H 1.98696 -2.55857 -0.19251
H 2.15609 -2.60555 -1.96555
H 0.30238 -2.17654 -3.90143
H -1.45645 -1.90984 -3.74868
H -0.78583 -3.54191 -3.50604
O -1.26656 2.91693 1.72502
C -0.99010 1.99241 1.08072
N -0.75319 0.98569 0.44855
C -0.17177 -0.05523 4.32928
Si -0.74018 -1.81174 4.58746
C 0.61464 -2.90898 5.21675
C -2.27407 -1.90184 5.63484
C -1.19230 -2.49073 2.83215
Te -2.76530 -1.42241 1.96581
C -4.29265 -2.75083 2.45383
Si -4.60383 -4.11097 1.12010
C -6.02814 -5.10792 1.75568
C -3.04896 -5.12719 0.96054
C -4.97142 -3.21914 -0.47419
H -0.04249 0.45021 5.28681
H -0.88131 0.54211 3.75029
H 0.78822 -0.02752 3.81145
H 0.97724 -2.54034 6.17736
H 1.46556 -2.93950 4.53551
H 0.26415 -3.92970 5.37171
H -2.05716 -1.53220 6.63801
H -2.62743 -2.92885 5.74118
H -3.09710 -1.29472 5.25011
H -1.50933 -3.53250 2.87057
H -0.32094 -2.39749 2.18222
H -5.20090 -2.15479 2.55996
H -4.04161 -3.19957 3.41634
H -5.78005 -5.57877 2.70792
H -6.28411 -5.90198 1.05388
H -6.91948 -4.49734 1.90056
H -2.76629 -5.59752 1.90357
H -2.19866 -4.54121 0.59806
H -3.21744 -5.93137 0.24254
H -5.82279 -2.54400 -0.37866
H -5.20983 -3.92981 -1.26604
H -4.11202 -2.63335 -0.81430
*
```

expectation value of S² = 8.773
gap between HOMO and LUMO (spin up / spin down) = 7.76 / 6.26 eV
largest force on an atom = 0.33 eV Å⁻¹
LUMO energy (spin up / spin down) = -5.2 / -8.1 eV
relative energy (zero: lowest compared OMol25 entry of this formula, charge and spin) = 0.164 eV

This record from the Open Molecules 2025 dataset describes a structure of composition C28H60BrN8O3P2PbSSi in a non-equilibrium geometry. The level of theory is ωB97M-V/def2-TZVPD.

Structure (ORCA input):
```
! RIJCOSX wB97M-V def2-TZVPD def2/J DEFGRID3
* xyz 3 1
Pb 2.45702 -1.02788 1.84461
C 0.70054 -1.26665 6.32637
C 1.08187 -0.88131 4.93238
N 1.64303 -1.70505 4.07689
N 1.89257 -2.94657 4.48311
C 3.09894 -3.48729 4.04497
N 3.34583 -4.71013 4.48694
S 4.23096 -2.69448 3.05552
C 0.95114 0.54468 4.50736
C 0.28453 1.45643 5.29712
C 0.30887 2.80064 4.93489
C 0.99633 3.17826 3.79996
C 1.61678 2.19238 3.03933
N 1.59440 0.91145 3.38189
H 0.85381 -2.31949 6.49964
H 1.28911 -0.69726 7.05060
H -0.35386 -1.02822 6.49972
H 2.71255 -5.15141 5.14716
H 4.23674 -5.14212 4.31159
H -0.23648 1.13943 6.19709
H -0.19304 3.54136 5.54917
H 1.07270 4.21926 3.51000
H 2.16188 2.44746 2.12962
C -0.63512 -4.36747 0.45388
N 0.53894 -4.83255 -0.32286
C 0.27511 -5.89414 -1.30986
P 1.94396 -4.04234 -0.32974
O 2.03749 -3.19043 0.90292
O 2.01449 -3.19883 -1.69481
P 1.54068 -1.67775 -1.95155
O 0.96704 -1.07684 -0.71276
N 0.52427 -1.74566 -3.20097
C -0.91335 -1.94698 -2.93386
C 0.96673 -2.18978 -4.54270
N 2.91419 -1.01818 -2.56245
C 4.22097 -1.35256 -1.98363
C 2.79294 0.41440 -2.94491
N 3.19549 -5.03841 -0.53724
C 3.70677 -5.52567 -1.84001
C 3.70876 -5.76974 0.64458
H -1.08230 -5.21278 0.98526
H -1.40360 -3.93063 -0.19998
H -0.33719 -3.61368 1.17903
H -0.32831 -6.67505 -0.84842
H 1.20514 -6.34682 -1.65419
H -0.26819 -5.51454 -2.18213
H -1.15539 -1.65765 -1.91191
H -1.19437 -2.99298 -3.08264
H -1.50606 -1.34397 -3.61999
H 2.03535 -2.05275 -4.66083
H 0.45513 -1.60622 -5.30756
H 0.72655 -3.24423 -4.70467
H 4.28415 -2.41014 -1.73704
H 4.43900 -0.76204 -1.08259
H 5.00381 -1.12488 -2.70249
H 1.81138 0.61282 -3.37572
H 3.54763 0.65832 -3.69170
H 2.93251 1.08198 -2.08068
H 3.31231 -4.93747 -2.66352
H 3.44543 -6.57562 -1.99636
H 4.79712 -5.45017 -1.85804
H 3.22427 -5.41538 1.56052
H 4.78911 -5.61276 0.74122
H 3.52841 -6.84718 0.55005
C -1.22339 1.89603 -3.01995
C -1.60429 3.28302 -2.46668
C -0.33771 4.17634 -2.51210
C -2.68154 3.92020 -3.38010
Si -2.19179 3.16713 -0.69022
Br -0.68969 1.85286 0.35778
C -4.01878 2.26489 -0.38051
C -4.01221 1.17247 -1.45633
C -4.07919 1.65959 1.01255
C -5.10940 3.29877 -0.61065
C -2.23736 4.88100 0.38413
C -3.03334 5.88798 -0.44648
C -0.76565 5.30954 0.52989
C -2.85199 4.65575 1.75660
H -0.66609 2.05083 -3.95400
H -2.09939 1.29354 -3.26504
H -0.58412 1.32109 -2.34104
H 0.05123 4.15533 -3.53851
H 0.45736 3.81465 -1.84359
H -0.55446 5.22737 -2.27486
H -2.28778 3.97258 -4.40244
H -2.94077 4.94324 -3.07984
H -3.60729 3.33849 -3.42380
H -3.18395 0.46390 -1.34495
H -4.02472 1.55942 -2.47524
H -4.95244 0.62177 -1.30287
H -3.33691 0.87437 1.15271
H -5.08085 1.20799 1.10572
H -3.98267 2.39138 1.82033
H -4.99570 3.84134 -1.55899
H -5.19696 4.01886 0.20659
H -6.06530 2.75773 -0.66832
H -2.60998 6.04804 -1.44364
H -2.99452 6.85172 0.08065
H -4.08979 5.62626 -0.54843
H -0.23759 5.44054 -0.41975
H -0.19559 4.62191 1.15776
H -0.79919 6.29438 1.02616
H -3.93307 4.49772 1.72115
H -2.68253 5.56808 2.34826
H -2.37807 3.82514 2.29245
*
```

gap between HOMO and LUMO (spin up / spin down) = 5.35 / 4.65 eV
largest force on an atom = 1.23 eV Å⁻¹
LUMO energy (spin up / spin down) = -10.3 / -11.0 eV
relative energy (zero: lowest compared OMol25 entry of this formula, charge and spin) = 1.122 eV